1.
81
Properties=species:S:1:pos:R:3 method="wB97M-V/def2-TZVPD" charge=0 spin_multiplicity=2 s2=0.821 gap_ha="0.302 / 0.269" homo_energy_ev="-8.3 / -7.4"
Mn -0.081 0.123 -1.895
C 4.459 0.705 0.835
N 3.713 0.384 -0.375
C 2.564 0.935 -0.761
N 1.944 0.132 -1.605
C 2.813 -0.909 -1.735
N 3.886 -0.806 -0.993
C 3.980 -0.151 1.990
C 4.690 -1.269 2.404
C 4.169 -2.112 3.378
C 2.924 -1.866 3.933
C 2.210 -0.740 3.538
C 2.748 0.114 2.580
C 0.810 -0.525 3.955
N 0.125 0.508 4.303
N -1.224 0.134 4.215
C -1.238 -1.091 3.813
O 0.012 -1.587 3.678
C -2.290 -1.922 3.203
C -2.180 -3.311 3.189
C -3.033 -4.058 2.397
C -3.948 -3.427 1.561
C -4.048 -2.043 1.551
C -4.864 -1.325 0.497
N -3.974 -0.614 -0.427
C -2.916 -1.096 -1.081
N -2.279 -0.112 -1.696
C -3.031 0.979 -1.391
N -4.062 0.722 -0.619
C -3.253 -1.300 2.418
H 4.297 1.764 1.036
H 5.519 0.561 0.637
H 2.198 1.883 -0.408
H 2.632 -1.751 -2.380
H 5.642 -1.500 1.942
H 4.729 -2.984 3.686
H 2.505 -2.547 4.661
H 2.169 0.975 2.262
H -1.410 -3.801 3.771
H -2.947 -5.136 2.384
H -4.556 -4.018 0.885
H -5.521 -0.565 0.916
H -5.473 -2.030 -0.069
H -2.616 -2.131 -1.049
H -2.790 1.971 -1.733
H -3.313 -0.219 2.413
C -0.309 2.983 1.127
O 0.010 2.244 -0.070
C -0.311 0.969 -0.229
C -0.942 0.344 0.956
H -1.387 3.110 1.214
H 0.162 3.953 0.998
H 0.072 2.490 2.021
H -0.177 0.292 1.733
H -1.261 -0.667 0.738
H -1.765 0.937 1.362
Cl 0.449 8.468 -3.685
C 0.527 6.730 -3.610
C 1.654 6.078 -4.083
C 1.707 4.695 -4.018
C 0.651 3.967 -3.483
C -0.470 4.643 -3.018
C -0.542 6.027 -3.080
C 0.771 2.459 -3.403
O 1.776 1.924 -3.858
O -0.217 1.854 -2.840
H 2.474 6.650 -4.497
H 2.569 4.153 -4.383
H -1.291 4.070 -2.611
H -1.414 6.559 -2.725
Cl -0.478 -1.234 -4.026
C -0.396 -2.463 -2.776
C -0.015 -1.947 -1.547
C 0.247 -2.914 -0.589
Cl 0.979 -2.427 0.913
C -0.007 -4.274 -0.788
Cl 0.247 -5.418 0.479
C -0.467 -4.716 -2.029
Cl -0.799 -6.383 -2.298
C -0.630 -3.797 -3.067
Cl -1.105 -4.303 -4.639

***

2.
8
Properties=species:S:1:pos:R:3 method="wB97M-V/def2-TZVPD" charge=0 spin_multiplicity=1 gap_ha=0.286 homo_energy_ev=-8.6
C -0.741 0.043 -0.566
C -0.669 -0.746 0.715
N 0.248 2.041 -0.485
P 0.800 0.778 -1.141
H 0.494 -1.083 0.772
H -1.354 -1.629 0.527
H -0.962 -0.133 1.592
H 2.183 0.729 -1.414

***

3.
42
Properties=species:S:1:pos:R:3 method="wB97M-V/def2-TZVPD" charge=0 smiles="COC(=O)c1ccc(OC[C@H](O)CN2CCOCC2)cc1" spin_multiplicity=1 gap_ha=0.338 homo_energy_ev=-8.5
C -6.936 -1.083 -0.343
H -6.855 -1.732 -1.217
H -7.112 -1.705 0.538
H -7.743 -0.367 -0.472
O -5.751 -0.322 -0.181
C -4.618 -1.033 -0.028
O -4.603 -2.241 -0.025
C -3.427 -0.178 0.134
C -3.501 1.215 0.139
C -2.359 1.965 0.297
C -1.111 1.350 0.451
C -1.037 -0.041 0.446
C -2.186 -0.789 0.290
H -2.139 -1.867 0.285
H -0.095 -0.552 0.556
O -0.075 2.207 0.637
C 1.260 1.752 0.644
C 1.833 1.622 -0.784
O 1.278 0.537 -1.476
H 1.744 -0.254 -1.164
C 3.369 1.483 -0.759
N 3.716 0.143 -0.297
C 4.317 0.109 1.027
C 4.441 -1.349 1.474
H 4.937 -1.414 2.443
O 5.225 -2.095 0.576
C 4.676 -2.046 -0.720
C 4.556 -0.605 -1.221
H 4.093 -0.603 -2.210
H 5.565 -0.166 -1.296
H 5.347 -2.621 -1.360
H 3.680 -2.515 -0.721
H 3.435 -1.791 1.548
H 3.685 0.655 1.729
H 5.321 0.569 1.022
H 3.812 2.261 -0.129
H 3.735 1.626 -1.779
H 1.545 2.520 -1.340
H 1.360 0.804 1.182
H 1.812 2.529 1.180
H -2.397 3.043 0.306
H -4.457 1.698 0.018

***

4.
56
Properties=species:S:1:pos:R:3 method="wB97M-V/def2-TZVPD" charge=+2 spin_multiplicity=2 s2=0.754 gap_ha="0.317 / 0.318" homo_energy_ev="-14.2 / -14.4"
Ti 0.254 -0.561 -0.042
C -3.087 -0.604 0.474
C -2.787 -0.310 1.940
S -1.002 -0.440 2.334
C -0.580 1.219 2.972
C -0.287 2.287 1.926
S 1.145 1.729 0.959
C 1.283 2.900 -0.415
C 0.299 2.655 -1.540
S 0.487 0.965 -2.200
C -1.146 0.769 -3.014
C -2.199 0.005 -2.203
S -2.083 0.546 -0.487
H -4.146 -0.441 0.272
H -2.827 -1.630 0.207
H -3.307 -1.022 2.578
H -3.118 0.692 2.214
H 0.286 1.058 3.614
H -1.402 1.529 3.617
H -0.017 3.215 2.432
H -1.143 2.471 1.278
H 2.314 2.798 -0.758
H 1.179 3.911 -0.021
H 0.481 3.358 -2.353
H -0.726 2.786 -1.195
H -0.971 0.258 -3.958
H -1.482 1.778 -3.247
H -2.017 -1.065 -2.233
H -3.189 0.223 -2.601
C 0.006 -2.684 -3.420
C 0.435 -3.051 -2.009
C -0.300 -4.283 -1.505
C 1.945 -3.217 -1.928
O 0.078 -1.957 -1.126
H 0.286 -3.480 -4.111
H 0.507 -1.772 -3.750
H -1.076 -2.564 -3.487
H -0.093 -5.140 -2.146
H -1.377 -4.112 -1.504
H 0.025 -4.531 -0.494
H 2.276 -4.020 -2.585
H 2.250 -3.462 -0.909
H 2.443 -2.296 -2.238
N 4.910 -3.725 2.800
C 3.943 -2.985 2.246
C 2.597 -3.406 2.244
C 1.647 -2.611 1.666
N 1.907 -1.421 1.091
C 3.196 -1.022 1.085
C 4.218 -1.745 1.632
H 4.707 -4.606 3.238
H 5.867 -3.420 2.796
H 2.309 -4.348 2.691
H 0.615 -2.941 1.651
H 3.407 -0.071 0.614
H 5.227 -1.361 1.590

***

5.
109
Properties=species:S:1:pos:R:3 method="wB97M-V/def2-TZVPD" charge=-2 spin_multiplicity=1 gap_ha=0.158 homo_energy_ev=-0.9
Rb 0.371 0.737 -1.212
C -0.202 -6.557 2.178
C 0.758 -5.615 2.862
C 1.722 -6.176 3.700
C 2.607 -5.395 4.425
C 2.531 -4.013 4.334
C 1.591 -3.440 3.492
C 0.708 -4.222 2.743
P -0.356 -3.223 1.636
C -0.683 -4.320 0.219
C 0.515 -4.622 -0.434
C 0.546 -5.407 -1.572
C -0.648 -5.897 -2.079
C -1.840 -5.588 -1.447
C -1.890 -4.793 -0.303
C -3.240 -4.521 0.310
C -1.850 -2.946 2.664
C -2.429 -3.898 3.499
C -3.523 -3.583 4.288
C -4.050 -2.299 4.244
C -3.467 -1.336 3.436
C -2.353 -1.638 2.660
C -1.690 -0.548 1.847
H -0.375 -7.423 2.819
H 0.192 -6.913 1.223
H -1.162 -6.093 1.959
H 1.761 -7.256 3.790
H 3.352 -5.866 5.056
H 3.212 -3.380 4.888
H 1.581 -2.360 3.380
H 1.446 -4.212 -0.054
H 1.488 -5.596 -2.069
H -0.656 -6.496 -2.981
H -2.773 -5.951 -1.862
H -4.017 -4.712 -0.430
H -3.349 -3.494 0.648
H -3.423 -5.174 1.168
H -2.013 -4.897 3.533
H -3.962 -4.333 4.934
H -4.912 -2.044 4.848
H -3.873 -0.333 3.408
H -0.864 -0.086 2.392
H -2.408 0.227 1.565
N -0.068 -2.271 -4.067
C 1.161 -2.485 -3.538
N 1.537 -2.032 -2.377
C 2.818 -2.446 -2.085
C 3.426 -3.222 -3.016
S 2.357 -3.447 -4.356
C 3.383 -2.043 -0.777
C 4.639 -2.302 -0.338
S 4.835 -1.646 1.244
C 3.190 -1.085 1.197
N 2.561 -1.362 0.090
N 2.602 -0.471 2.257
H -0.543 -1.399 -3.740
H -0.153 -2.445 -5.055
H 4.413 -3.648 -2.996
H 5.438 -2.809 -0.849
H 3.242 -0.123 2.956
H 1.891 0.262 1.988
Cl 4.724 4.352 4.003
C 3.992 3.826 2.508
C 4.498 4.214 1.295
Cl 5.907 5.243 1.218
C 3.873 3.790 0.107
Cl 4.538 4.261 -1.440
C 2.719 2.981 0.075
O 2.148 2.613 -0.992
C 2.189 2.550 1.383
O 1.175 1.741 1.434
C 2.850 2.992 2.527
Cl 2.218 2.448 4.075
C -4.660 0.184 -1.131
C -4.787 0.268 -2.642
O -3.600 -0.105 -3.325
P -2.315 0.995 -3.282
O -1.074 0.108 -3.309
Te -3.068 4.339 -1.501
O -2.396 1.510 -4.884
C -3.528 2.283 -5.222
C -4.540 1.472 -6.014
H -5.643 0.270 -0.660
H -4.027 0.985 -0.745
H -4.211 -0.766 -0.843
H -5.106 1.277 -2.932
H -5.566 -0.421 -2.984
H -3.186 3.140 -5.814
H -4.002 2.697 -4.321
H -4.097 1.123 -6.948
H -5.422 2.074 -6.251
H -4.847 0.597 -5.444
S -1.663 3.367 0.228
C -1.976 5.089 0.413
N -2.841 5.538 1.423
C -3.382 6.864 1.168
C -2.226 7.834 0.965
C -1.324 7.314 -0.147
N -0.916 5.962 0.182
H -3.546 4.840 1.619
H -4.006 7.157 2.013
H -4.007 6.845 0.258
H -1.650 7.902 1.890
H -2.604 8.826 0.713
H -0.435 7.933 -0.266
H -1.883 7.315 -1.100
H -0.218 5.558 -0.430
O -2.003 -1.489 -0.173
N -1.129 -1.037 0.528

***

6.
84
Properties=species:S:1:pos:R:3 method="wB97M-V/def2-TZVPD" charge=0 spin_multiplicity=3 s2=2.021 gap_ha="0.268 / 0.277" homo_energy_ev="-7.6 / -7.9"
V 0.250 0.374 0.435
C -0.585 4.180 -1.366
C -0.564 3.010 -0.427
N 0.202 1.985 -0.683
N 0.995 2.096 -1.800
C 1.971 1.254 -1.845
S 2.308 0.082 -0.623
S 3.093 1.353 -3.189
C 2.960 3.109 -3.665
C 1.961 3.483 -4.732
C 2.214 4.631 -5.481
C 1.314 5.063 -6.443
C 0.149 4.347 -6.672
C -0.105 3.198 -5.938
C 0.796 2.766 -4.975
C -1.299 3.058 0.825
C -2.404 3.907 0.987
C -3.025 4.058 2.204
C -2.535 3.381 3.320
C -1.452 2.540 3.195
C -0.840 2.325 1.951
O 0.136 1.430 1.869
H 0.433 4.442 -1.649
H -1.065 5.043 -0.916
H -1.102 3.910 -2.289
H 3.966 3.351 -4.009
H 2.765 3.656 -2.742
H 3.126 5.190 -5.305
H 1.525 5.958 -7.014
H -0.555 4.680 -7.424
H -1.012 2.633 -6.116
H 0.599 1.869 -4.407
H -2.800 4.421 0.121
H -3.877 4.717 2.299
H -3.005 3.506 4.287
H -1.054 1.998 4.044
F -3.084 -3.309 -4.503
C -2.861 -2.558 -3.426
C -1.576 -2.166 -3.091
F -0.539 -2.543 -3.837
C -1.392 -1.381 -1.974
F -0.142 -0.997 -1.638
C -2.423 -0.966 -1.140
S -2.112 -0.026 0.274
C -3.706 -1.373 -1.511
F -4.750 -1.021 -0.759
C -3.923 -2.149 -2.633
F -5.160 -2.524 -2.960
N 3.187 0.131 2.603
C 2.915 -0.932 3.423
C 3.825 -1.224 4.449
C 3.598 -2.245 5.343
C 2.452 -3.017 5.234
C 1.572 -2.779 4.196
C 1.778 -1.764 3.257
P 0.556 -1.596 1.872
C 0.972 -2.968 0.750
C -0.042 -3.520 -0.033
C 0.257 -4.446 -1.019
C 1.575 -4.826 -1.235
C 2.584 -4.287 -0.451
C 2.291 -3.353 0.532
C -0.950 -2.194 2.723
C -1.225 -3.546 2.921
C -2.315 -3.930 3.688
C -3.150 -2.972 4.244
C -2.900 -1.626 4.024
C -1.799 -1.240 3.277
H 3.972 0.707 2.852
H 2.404 0.633 2.235
H 4.711 -0.606 4.541
H 4.307 -2.430 6.140
H 2.253 -3.804 5.948
H 0.699 -3.407 4.118
H -1.071 -3.220 0.131
H -0.540 -4.864 -1.622
H 1.819 -5.534 -2.015
H 3.610 -4.592 -0.613
H 3.082 -2.917 1.130
H -0.591 -4.300 2.471
H -2.502 -4.982 3.858
H -3.995 -3.278 4.847
H -3.561 -0.875 4.436
H -1.597 -0.190 3.116

***

7.
50
Properties=species:S:1:pos:R:3 method="wB97M-V/def2-TZVPD" charge=0 smiles="C[Si](c1cccc(C(=O)O)c1O)(c1cccc(C(=O)O)c1O)c1cccc(C(=O)O)c1O" spin_multiplicity=1 gap_ha=0.319 homo_energy_ev=-8.6
O -3.515 1.664 -3.525
O 5.185 1.739 -0.708
O -2.978 -5.100 1.592
O -4.344 3.505 -2.542
O 6.401 0.256 0.426
O -0.954 -5.273 0.624
O -1.993 0.313 -1.738
O 2.698 1.173 -1.052
O 0.286 -2.801 0.416
C -3.424 2.546 -2.680
C 5.244 0.895 0.134
C -1.957 -4.554 1.232
C -0.532 4.046 -0.664
C 2.924 -0.492 2.724
C -3.329 -1.231 1.776
C -1.750 3.855 -1.403
C 4.106 -0.039 2.168
C -3.204 -2.593 1.790
C 0.173 2.951 -0.255
C 1.685 -0.422 1.983
C -2.437 -0.389 1.113
C -1.505 1.574 -1.360
C 2.845 0.645 0.166
C -1.014 -2.277 0.811
C -2.255 2.646 -1.813
C 4.036 0.497 0.879
C -2.082 -3.144 1.241
C -0.339 1.781 -0.615
C 1.687 0.104 0.748
C -1.258 -0.921 0.687
C 0.609 -0.838 -1.739
Si 0.121 0.038 -0.111
H -5.167 3.287 -3.156
H 7.115 0.788 0.101
H -1.280 -6.144 0.199
H -2.535 0.404 -2.547
H 3.646 1.382 -1.362
H 0.191 -3.741 0.483
H -0.171 5.032 -0.433
H 3.046 -1.181 3.580
H -4.393 -0.832 2.112
H -2.175 4.788 -1.792
H 5.084 -0.299 2.599
H -3.997 -3.284 2.025
H 1.028 2.904 0.419
H 0.848 -0.838 2.465
H -2.625 0.651 1.136
H 1.682 -0.783 -1.839
H 0.275 -0.433 -2.664
H 0.298 -1.854 -1.632

***

8.
50
Properties=species:S:1:pos:R:3 method="wB97M-V/def2-TZVPD" charge=0 smiles=COc1ccc([C@H](CCNCc2ccc(F)cc2)c2ccc(F)cc2)cc1 spin_multiplicity=1 gap_ha=0.325 homo_energy_ev=-8.1
C 4.017 6.290 2.151
H 4.926 5.921 1.663
O 2.873 6.035 1.374
C 2.550 4.740 1.098
C 3.269 3.627 1.519
C 2.840 2.359 1.170
C 1.700 2.157 0.403
C 0.986 3.276 -0.008
C 1.403 4.547 0.329
H 0.851 5.416 0.008
H 0.094 3.169 -0.605
C 1.275 0.735 0.104
C 0.628 0.161 1.344
C 1.137 -0.980 1.949
C 0.548 -1.510 3.082
C -0.560 -0.876 3.610
C -1.082 0.271 3.042
C -0.478 0.784 1.910
H -0.868 1.688 1.466
H -1.942 0.747 3.486
F -1.149 -1.389 4.716
H 0.933 -2.399 3.555
H 2.000 -1.471 1.525
C 0.353 0.611 -1.116
C 0.170 -0.839 -1.558
N -0.508 -1.606 -0.532
H -1.422 -1.203 -0.349
C -0.642 -3.024 -0.817
C -1.539 -3.314 -1.997
C -1.010 -3.566 -3.256
C -1.835 -3.754 -4.350
C -3.204 -3.683 -4.168
C -3.763 -3.431 -2.928
C -2.920 -3.245 -1.848
H -3.341 -3.048 -0.872
H -4.835 -3.385 -2.822
F -4.018 -3.865 -5.230
H -1.434 -3.953 -5.332
H 0.062 -3.622 -3.384
H -1.045 -3.495 0.085
H 0.360 -3.422 -0.997
H 1.150 -1.302 -1.718
H -0.366 -0.852 -2.524
H -0.629 1.030 -0.888
H 0.785 1.175 -1.945
H 2.179 0.154 -0.105
H 3.408 1.505 1.509
H 4.162 3.733 2.115
H 3.935 5.845 3.148
H 4.075 7.373 2.245

***

Number 1: F_max 0.9 eV/Å. Number 2: F_max 3.1 eV/Å. Number 3: F_max 0.6 eV/Å. Number 4: F_max 0.5 eV/Å. Number 5: F_max 0.9 eV/Å. Number 6: F_max 2.0 eV/Å. Number 7: F_max 6.1 eV/Å. Number 8: F_max 0.5 eV/Å.